{"formula": "C5H5IN4S2", "method": "wB97M-V/def2-TZVPD", "symbols": ["N", "C", "S", "N", "N", "C", "C", "S", "N", "C", "C", "I", "H", "H", "H", "H", "H"], "coordinates": [[1.76615, 3.12820, -0.13018], [2.46654, 2.00878, 0.32821], [3.99041, 2.01372, 1.07269], [1.88480, 0.74312, 0.19449], [0.66592, 0.61198, -0.28270], [-0.06643, -0.36807, 0.20780], [-1.39266, -0.90230, -0.13710], [-2.59311, 0.07073, -0.92462], [-3.56983, -1.25911, -1.18388], [-3.02901, -2.36672, -0.63954], [-1.76920, -2.19785, 0.08223], [-0.56991, -3.98467, 0.87581], [0.80891, 2.89987, -0.47453], [2.23769, 3.98362, -0.12757], [2.25617, -0.07017, 0.72256], [0.41074, -0.95888, 0.99255], [-3.49719, -3.35227, -0.57623]], "forces_ev_per_a": [[-0.8, -4.9, 0.5], [0.8, 0.4, 0.2], [-1.2, 0.4, -0.6], [0.9, 0.4, 0.7], [-4.2, -1.3, -0.2], [2.0, 0.8, 0.1], [1.9, 1.7, 0.2], [0.4, -2.2, 0.2], [0.5, -1.8, 0.9], [0.1, 1.2, 0.8], [-0.5, -0.7, -1.3], [-1.4, 2.3, -0.9], [1.3, 0.9, 0.2], [0.4, 1.2, -0.1], [0.2, 1.2, -0.2], [0.1, -0.2, 0.0], [-0.4, 0.6, -0.7]], "multiplicity": 1, "e_tot_ev": -40995.429, "smiles": "NC(=S)N/N=C/c1sncc1I", "orbital_gap_ha": 0.2726, "e_homo_ev": -8.4071, "de_lowest_kcal_mol": 11.90}